Formula: C27H58F5O10PS
Source: the Open Molecules 2025 dataset
Level of theory: the ωB97M-V functional and the def2-TZVPD basis

As for the HOMO-LUMO gap: 9.55 eV.

```
! wB97M-V def2-TZVPD RIJCOSX def2/J DEFGRID3
* xyz 0 1
S 2.42491 1.35657 -0.46536
P 1.90013 -0.79566 -0.02204
F 1.77745 4.52038 -0.31026
F 3.16498 3.00073 1.39083
F 1.42248 1.92712 1.97314
F 0.97031 4.45200 1.65660
F -0.00691 3.41921 0.07909
O 1.42857 -2.40910 0.27326
O 9.74672 -2.36702 0.46366
O 7.68082 -2.31726 2.70597
O -5.85224 -0.55572 -0.37638
O -7.35188 5.62634 -3.92038
O -8.54656 5.19205 -1.14828
O 8.01388 0.27656 1.17193
O -6.41493 3.19658 -1.98562
O 1.80949 1.82914 -1.67781
O 3.86086 1.38515 -0.60456
C 8.54134 -1.22538 3.00685
C 2.18180 -5.57287 1.08261
C -7.52591 6.61054 -2.91238
C 0.10557 -0.28443 0.08301
C -2.78498 -1.38770 0.64335
C 1.62046 -3.31858 -0.81013
C 8.03067 0.13649 2.58085
C 11.04668 -2.84019 0.74666
C 8.72436 -3.32359 0.68937
C -0.48467 -0.69334 1.45169
C 6.83327 0.87366 0.66906
C -8.72306 3.94241 -1.79918
C -8.22387 5.77390 -5.02079
C -5.35182 2.97046 -1.08043
C 2.96939 -0.78610 1.47094
C 2.01613 2.53034 0.94565
C 3.01261 -3.97605 -0.72799
C 7.50996 -2.70073 1.34908
C -4.01104 -1.36423 1.59136
C -5.14741 -2.30196 1.13300
C -1.47507 -1.85476 1.36367
C -6.30972 -1.47316 0.60400
C 1.17412 3.75954 0.54850
C -6.20940 -0.92216 -1.70557
C 2.94824 -5.42963 -0.25561
C -7.44705 6.01030 -1.52283
C -7.69392 2.88132 -1.46162
H 8.70639 0.90207 2.98434
H -8.48175 7.13168 -3.02921
H 11.07206 -3.40523 1.68428
H 2.47574 -1.27151 2.30082
H 6.75471 0.61720 -0.38661
H 3.82280 -1.41274 1.22049
H 11.69754 -1.97323 0.85719
H 1.39542 -2.88376 -1.78796
H 9.08696 -4.15291 1.30568
H 0.88754 -4.10940 -0.65729
H 11.41993 -3.46217 -0.07369
H -0.97235 0.17196 1.89729
H -4.49580 3.55559 -1.41878
H -1.02909 -2.64685 0.76924
H -7.86636 6.55806 -5.69640
H -6.50181 -1.96500 -1.80423
H -7.65621 2.74729 -0.37579
H -5.46502 -2.90737 1.97693
H -2.60824 -0.36237 0.33186
H 7.03515 0.29643 3.00876
H 1.33572 -6.23517 0.90324
H -8.82329 4.06967 -2.87769
H 3.96038 -5.77001 -0.06993
H -0.44319 -0.84482 -0.67130
H -6.99372 -0.25062 -2.05082
H -3.72210 -1.67075 2.59342
H 3.61072 -3.86693 -1.63077
H 6.73026 -3.46844 1.37022
H -9.24490 5.99925 -4.69552
H -4.82434 -2.95923 0.32892
H -0.03247 0.76754 -0.14428
H 2.46961 -6.03037 -1.02239
H -1.69712 -2.21004 2.36429
H 8.61086 -1.21388 4.09806
H 3.56347 -3.45186 0.05172
H -8.01547 1.93427 -1.91485
H 6.87617 1.96359 0.75758
H -6.71327 7.34023 -3.02093
H -5.60489 3.29326 -0.06598
H 8.42203 -3.71985 -0.28893
H 0.28593 -0.98077 2.16233
H 2.76868 -6.08123 1.83523
H -6.71727 -0.88557 1.43114
H -9.68896 3.57327 -1.44309
H -5.33095 -0.76768 -2.32948
H 5.94216 0.49312 1.17616
H 3.37108 0.19137 1.70736
H -4.34536 -0.33264 1.65309
H 9.55168 -1.40472 2.63833
H -7.12906 -2.08709 0.23502
H 7.11536 -1.87717 0.75224
H 1.76229 -4.64008 1.44591
H -8.24226 4.82590 -5.55817
H -5.07323 1.91205 -1.07900
H -2.95632 -2.03698 -0.20551
H 2.55127 -1.11303 -1.22623
H -7.46245 6.84282 -0.81425
H -6.49943 5.49361 -1.36902
*
```

***

Formula: C27H58NP3Pt
Source: the Open Molecules 2025 dataset
Level of theory: the ωB97M-V functional and the def2-TZVPD basis

As for the HOMO-LUMO gap (spin up / spin down): 3.16 / 2.70 eV. The relative energy (zero: lowest compared OMol25 entry of this formula, charge and spin) comes out at 2.130 eV. Its expectation value of S² is 2.010.

```
! wB97M-V def2-TZVPD RIJCOSX def2/J DEFGRID3
* xyz 0 3
Pt 0.15893 0.35051 0.90224
P 2.59135 1.56587 -4.02951
P 4.74843 2.18155 -1.46650
P -2.73814 -1.29159 1.83580
N -1.59771 -0.30246 1.28416
C -3.01134 0.62551 3.87268
C 4.18405 2.50031 -4.25450
C 0.17254 -0.36355 -1.22754
C -3.80320 -0.76780 -0.68029
C 0.68118 0.49223 2.86223
C 2.39568 0.34392 0.53377
C -0.42096 0.92778 -1.21547
C 1.89964 1.65834 0.36195
C -2.24672 -3.42280 0.11239
C -3.04848 -0.89973 3.64210
C -1.94672 -1.51978 4.51454
C -5.34625 -1.88698 0.95540
C -4.40653 -1.44963 4.12477
C 4.70111 4.02141 -1.29281
C 1.71327 2.27313 -0.99703
C -4.22034 -0.85501 0.79622
C 0.26068 2.23177 -1.51834
C -0.71355 -3.21227 2.03995
C 1.67463 2.34133 -5.40786
C -4.71587 0.53956 1.19932
C -2.18122 -3.05936 1.60151
C 2.66773 -0.64068 -0.56277
C -3.06564 -4.04517 2.39294
C 5.27767 2.09767 -3.26254
C 1.57227 -0.70571 -1.66676
C 6.39750 1.79307 -0.77175
C 3.08248 -0.06828 -4.73311
H -4.54956 -0.16609 -1.21715
H -2.72861 -5.06463 2.14999
H 7.15689 2.52217 -1.08476
H -0.18542 0.68645 3.50039
H 5.66335 4.48207 -1.56206
H -3.27392 -3.48462 -0.26531
H 1.57165 -1.73605 -2.05823
H 3.46984 0.03464 -5.75703
H -1.50668 0.94170 -1.36711
H 2.90825 0.14732 1.48021
H -5.25379 -0.85181 3.77065
H -2.11591 -1.16379 5.54230
H 1.12790 -0.47893 3.12299
H 2.16452 2.14971 -6.37218
H 2.33710 1.68539 -1.70056
H -0.94858 -1.18398 4.20357
H 5.58299 1.05158 -3.42613
H 2.09862 3.30568 -1.00982
H 1.43725 1.28296 2.96507
H -0.58230 -3.18095 3.12475
H -2.97602 -3.93013 3.47904
H 0.65333 1.93808 -5.42395
H -0.08745 -2.43159 1.58230
H -1.66299 -2.71361 -0.49002
H -5.48984 0.84396 0.48013
H -0.29060 3.03879 -1.01356
H -5.18061 0.56904 2.19108
H -0.54758 -1.18303 -1.34536
H -3.98666 1.09491 3.71427
H -6.20504 -1.53811 0.36180
H 3.92495 3.56536 -4.14261
H 1.61302 3.42610 -5.23815
H -1.99330 -2.61374 4.55080
H -5.06970 -2.87691 0.57163
H 2.05987 2.35551 1.19300
H 3.67267 -0.49454 -0.99652
H 3.84029 -0.55620 -4.10259
H -5.68795 -1.98150 1.99220
H -3.89441 1.26554 1.14532
H 4.51558 2.33626 -5.29379
H -4.12217 -3.97959 2.10474
H 1.85287 -0.08630 -2.53303
H 2.19699 -0.71832 -4.74405
H -4.55669 -2.50507 3.86600
H 6.31486 1.78602 0.32288
H 2.70483 -1.63997 -0.09778
H 6.69353 0.78751 -1.10253
H 6.16730 2.73770 -3.38396
H -3.74841 -1.74257 -1.17215
H 4.47012 4.25230 -0.24449
H -0.35478 -4.19002 1.68813
H -1.79768 -4.42017 -0.00925
H -4.40715 -1.38519 5.22334
H -2.26686 1.11083 3.23168
H 3.90179 4.45252 -1.91243
H -2.83050 -0.26805 -0.76375
H -2.73961 0.79775 4.92356
H 0.22392 2.46443 -2.59673
*
```

***

Formula: C27H59AlClN7O11P
Source: the Open Molecules 2025 dataset
Level of theory: the ωB97M-V functional and the def2-TZVPD basis

As for the HOMO-LUMO gap: 6.36 eV.

```
! wB97M-V def2-TZVPD RIJCOSX def2/J DEFGRID3
* xyz -1 1
Cl 2.53641 1.82190 -2.87000
P 1.40971 0.81602 -1.40031
Al 2.95653 -0.57904 -0.21669
O 2.35574 -2.06765 -4.25309
O -6.03222 -4.96150 -3.88669
O 0.76233 -0.40331 -2.33693
O 6.32197 0.82558 0.52230
O -1.34157 0.58515 2.64438
O 2.65778 5.21363 -5.39838
O 3.68797 5.55206 2.15582
O -3.98447 -1.70802 0.17076
O -3.96037 0.45541 8.88659
O -1.24194 2.75454 3.14242
O 3.95510 1.80293 2.70081
N 0.85330 4.50577 -4.25226
N 2.93032 5.19127 4.22800
N -5.32404 -4.28435 -5.90481
N 3.32556 -4.08429 -4.26557
N -5.68766 -3.03877 0.78583
N 4.13496 0.27482 1.01258
N -3.44069 0.97635 6.76346
C -1.26270 1.87463 2.32066
C 5.91601 -1.41195 1.21786
C 4.71615 6.84471 3.88770
C -0.66173 -1.02034 0.85906
C 5.49040 0.00312 0.87052
C -1.76422 -0.14415 8.14742
C -4.85859 -2.49674 -0.14707
C 2.54472 -3.13091 -3.68446
C -0.46439 4.62860 -3.66686
C 0.89297 6.79675 -5.11805
C 3.67776 -5.38604 -3.74474
C 0.66862 -1.06359 1.60991
C -5.12640 -4.88168 -4.70066
C -5.06058 -2.91896 -1.58112
C 1.55143 5.44160 -4.93866
C -3.74480 -5.42368 -4.41311
C 3.46650 2.67207 0.55090
C 1.95826 -3.44292 -2.32741
C -1.80398 -0.29760 1.57959
C -4.36903 -4.08915 -6.97738
C -6.76012 -3.99014 0.57651
C 1.74038 -1.81670 0.77950
C -2.59993 1.05317 5.57564
C 2.85564 5.36514 5.66051
C 3.87215 1.58278 1.50973
C -3.14477 0.44967 7.97448
C 3.74300 5.82278 3.34080
H -3.46744 -6.19141 -5.13627
H 2.74923 -3.62257 -1.59854
H 1.85304 5.67525 5.96285
H 0.69284 7.26532 -4.15367
H -0.87309 5.61765 -3.84869
H 2.35480 -2.43348 1.44705
H -0.98644 -2.05368 0.69157
H -6.05841 -2.65648 -1.93260
H 0.50599 -1.55227 2.57944
H 3.09466 4.43224 6.17487
H 6.43891 -1.84841 0.36189
H -2.45303 2.08879 5.27603
H -4.32296 -2.40205 -2.18818
H 3.83088 -1.42816 -1.29354
H -4.70671 -4.58303 -7.89020
H -1.68471 -0.52030 9.16266
H -2.99882 -4.62865 -4.44394
H 3.69706 -3.80931 -5.16080
H -7.71553 -3.57444 0.90252
H -5.50551 -2.72139 1.72468
H 2.38040 2.63605 0.39980
H -0.52563 -0.57496 -0.13112
H -1.62698 0.61121 5.75632
H -3.06575 0.52303 4.74545
H -4.37166 1.35765 6.70932
H -2.39304 0.29865 0.87874
H -2.49504 -0.99354 2.05491
H 5.40092 6.38615 4.60195
H -6.57678 -4.90875 1.13702
H 1.31266 -4.32283 -2.37638
H -6.83700 -4.24278 -0.47618
H -3.40499 -4.50245 -6.70144
H -0.04744 6.70698 -5.66368
H -3.75328 -5.86066 -3.41961
H 1.31800 3.61623 -4.12482
H 3.98389 2.56765 -0.40186
H -1.14545 3.88948 -4.09360
H 1.37592 -2.58853 -1.99755
H 3.33880 -6.17986 -4.41484
H -4.23714 -3.02714 -7.18876
H -4.93290 -3.99396 -1.70068
H 1.25114 -2.50335 0.07658
H 5.28681 7.24074 3.05368
H -0.41991 4.46417 -2.58870
H -6.26201 -3.93947 -6.03384
H 3.21546 -5.53618 -2.77487
H -1.60098 -0.96384 7.44734
H 1.57326 7.42587 -5.68361
H 5.06662 -2.03700 1.49405
H 6.61284 -1.33895 2.05819
H -0.99226 0.60762 7.98184
H 3.70441 3.62176 1.03464
H 1.41174 -0.68945 -3.00433
H 4.18983 7.66270 4.38198
H 3.56050 6.12441 5.98496
H 1.00653 -0.03857 1.81185
H -1.18229 2.06563 1.23789
H 4.75919 -5.47725 -3.62498
H 2.33279 4.49951 3.80007
*
```

***

Formula: C27H59BN2O11S
Source: the Open Molecules 2025 dataset
Level of theory: the ωB97M-V functional and the def2-TZVPD basis

As for the HOMO-LUMO gap: 6.96 eV. The relative energy (zero: lowest compared OMol25 entry of this formula, charge and spin) comes out at 11.924 eV.

```
! wB97M-V def2-TZVPD RIJCOSX def2/J DEFGRID3
* xyz 0 1
S -2.54869 -2.19719 -2.81042
O -3.83684 -2.79990 -3.48085
O -1.85735 -1.30839 -3.89218
O 0.79935 -0.06056 2.03067
O -5.73531 -1.73360 -5.52287
O -3.54487 -1.20597 2.20166
O 4.40868 0.95964 0.83430
O -1.52169 -3.41385 -2.17161
O 6.30710 4.61254 1.97347
O -0.35040 -6.14036 -0.42876
O -1.61348 -0.77860 5.36170
O 7.15371 2.34848 -0.26051
N 0.97291 1.49441 -0.91093
N 2.52545 3.83289 -2.72254
C 4.04100 -2.14794 0.30162
C 3.19559 2.76837 -1.89883
C 1.77754 -0.34091 3.02102
C -2.68818 -6.64196 -0.67982
C 5.05763 5.24688 1.74394
C 7.89669 3.41980 -0.82310
C 1.25598 0.04930 4.38847
C -1.42351 -6.89516 0.11435
C -2.29113 1.43332 -0.77772
C -3.10390 -1.15702 -1.31442
C 0.09344 4.72064 -3.47378
C -7.05085 -3.52688 -6.43573
C 3.29682 -1.07047 -0.70779
C 3.92757 4.27027 1.99572
C -4.45888 -0.42828 2.96063
C -4.52585 0.97942 2.40557
C -1.83825 -0.13463 -0.93545
C 2.46664 1.60490 -1.02465
C -1.41024 2.49753 -1.67684
C 1.03850 3.64781 -2.61300
C -1.54637 4.73504 -3.46658
C 0.25555 2.53407 -1.72406
C -2.30797 3.61218 -2.54260
C -6.05355 -2.42352 -6.72244
C 7.59657 3.53649 -2.30314
C -2.67904 -2.06865 7.08802
C -2.38690 -0.68372 6.54875
B 3.44368 0.50325 -0.22354
H -5.13132 -2.82923 -7.14948
H 4.01342 3.40024 1.33656
H 3.29190 -2.96769 0.67661
H 6.36934 3.85795 1.36295
H -2.08846 5.57347 -4.09415
H -1.15127 -7.95393 0.07339
H -1.55568 -6.61310 1.16338
H 7.61677 4.34006 -0.30200
H -0.59846 -5.20115 -0.38012
H -3.52426 -7.22017 -0.27661
H -3.27090 -2.01295 8.00592
H 2.18035 -1.40871 -0.84087
H 7.85482 2.60927 -2.82503
H 1.01091 1.11596 4.41967
H 2.69144 0.20961 2.77772
H 4.86984 -2.72458 -0.33375
H 0.64816 5.53568 -4.14171
H -3.22736 -2.66380 6.35049
H 7.41563 1.53467 -0.72433
H -6.64291 -4.23903 -5.71100
H -1.74743 -2.60354 7.29975
H -5.44083 -0.90765 2.90799
H -6.47335 -1.70240 -7.42993
H -3.31336 -0.14716 6.32233
H 6.52741 3.70677 -2.46668
H 4.98063 6.10387 2.41954
H -2.54379 -6.91437 -1.73044
H -4.11315 -0.59177 -1.49254
H 3.96464 3.89567 3.02389
H -1.81992 -0.09995 7.27987
H -1.48884 -0.48952 0.14952
H -2.95202 -5.57952 -0.65970
H 8.15822 4.36097 -2.75117
H -4.13281 -0.42324 4.00520
H 3.81029 -1.19463 -1.77741
H -5.22981 1.59090 2.97696
H 4.58161 -1.62326 1.21381
H 5.25933 1.19199 0.31788
H 2.95693 4.74515 1.82750
H 1.99666 -0.16471 5.16406
H -3.47678 3.61384 -2.48689
H -0.90424 -0.28922 -1.63103
H 0.33486 -0.49593 4.61893
H 5.03517 5.61614 0.71408
H -3.30242 -1.95645 -0.45372
H -2.12918 -1.29157 4.71600
H 4.38935 2.77815 -1.88739
H -3.54015 1.45511 2.43605
H 8.96184 3.23650 -0.65184
H -7.31023 -4.06576 -7.35130
H -2.67423 -0.77655 2.26165
H 2.00030 -1.41144 2.98744
H -5.35553 -2.38097 -4.90425
H -2.33433 1.78467 0.35644
H 0.61462 0.89382 2.06294
H -0.57096 -3.19677 -2.40593
H -4.84014 0.96496 1.35683
H -3.42226 1.49012 -1.15486
H -7.96529 -3.11452 -5.99687
*
```